1.
The following is a DFT calculation (the ωB97M-V functional and the def2-TZVPD basis) of C30H28BCoN6O as an isolated structure in a non-equilibrium geometry.

Summary:
HOMO (alpha / beta) = -8.37 / -8.34 eV
multiplicity = 5
⟨S²⟩ = 6.023

Each line ends with the Löwdin spin population.
Geometry (Å):
C 3.754 1.421 1.165  0.000
C -5.402 -0.556 0.949  0.000
H -0.320 2.235 -1.684  0.007
Co -0.090 0.313 0.226  2.685
H -1.933 -4.737 2.150  0.000
H 1.516 -3.604 2.598  0.000
H -0.698 -4.780 0.886  0.000
H 0.755 -1.384 -4.773  0.000
C -1.702 -2.898 1.161  0.003
H 4.289 -1.213 2.547  0.001
H 1.954 -3.883 -2.254  0.000
C 3.890 3.683 0.342  0.000
H 0.385 0.719 -5.620  0.000
H -7.429 0.085 1.196  0.000
H 0.243 -4.250 -2.418  0.000
N 0.490 -1.591 -1.552  0.002
C -3.028 -1.211 0.604  0.006
H -0.007 2.959 -6.553  0.000
H 3.496 4.472 -0.287  0.000
N 2.007 -0.099 0.467  0.048
C 1.053 -3.640 -2.818  0.000
C 0.732 -2.187 -2.734  0.001
C -6.290 1.479 0.030  0.000
H -3.807 -2.952 1.771  0.001
C -5.045 1.762 -0.519  0.000
H -0.558 4.851 -5.054  0.000
C 4.887 1.656 1.939  0.000
C -2.998 -2.446 1.276  0.005
H -3.018 1.105 -0.767  0.000
C 5.019 3.910 1.119  0.000
C -0.471 3.650 -3.276  0.000
C -1.133 -4.171 1.677  0.000
C 3.447 -1.061 1.894  0.005
H 3.272 -3.621 2.645  0.000
H 2.414 -4.113 1.179  0.000
C -4.152 -0.278 0.405  0.000
C 0.061 1.314 -3.588  0.000
H 6.394 3.057 2.527  0.000
C 0.300 -0.035 -3.049  0.004
C -3.986 0.892 -0.334  0.000
C 5.515 2.891 1.917  0.000
B 0.466 -2.126 -0.094  0.009
H -4.899 2.666 -1.097  0.000
H 1.213 -3.921 -3.856  0.000
H -0.711 4.468 -2.610  0.000
C 2.411 -3.411 2.013  0.000
H 2.389 2.268 -0.247  0.000
H -7.117 2.161 -0.116  0.000
C 3.263 2.451 0.364  0.000
C -0.077 2.804 -5.484  0.000
O -0.365 0.882 1.815  1.111
C 3.092 0.104 1.192  0.006
N -1.841 -0.926 0.097  0.048
C -0.250 2.387 -2.755  0.006
C 0.621 -1.229 -3.717  0.002
H 5.508 4.876 1.101  0.000
C 0.144 1.541 -4.959  0.000
H 5.276 0.864 2.566  0.000
H -5.542 -1.461 1.526  0.000
H 0.713 -3.292 -0.058  0.002
H -0.361 -4.003 2.423  0.000
C -6.464 0.316 0.764  0.000
N 0.224 -0.267 -1.748  0.021
C -0.385 3.864 -4.645  0.000
N -1.015 -1.975 0.443  0.009
C 2.493 -1.997 1.561  0.003
N 1.632 -1.407 0.696  0.009


2.
The following is a DFT calculation (the ωB97M-V functional and the def2-TZVPD basis) of C17H25O16Pd as an isolated structure in a non-equilibrium geometry.

Summary:
HOMO (alpha / beta) = -11.64 / -11.64 eV
net charge = +1
energy relative to the best compared isomer or geometry (same formula, charge and spin) = 5.050 eV
multiplicity = 3
⟨S²⟩ = 2.005

Each line ends with the Löwdin spin population.
Geometry (Å):
O -4.290 -12.045 -15.251  0.000
H 7.628 -12.961 -6.482  0.000
Pd 2.375 -16.232 -12.868  0.999
O 2.419 -1.508 -9.659  0.000
C 9.723 -20.159 -15.886  0.000
H 3.136 -10.684 -13.263  -0.003
O 8.542 -5.016 -13.319  0.000
C 9.574 -5.070 -16.652  0.000
H 3.946 -1.945 -10.886  0.000
H -5.708 -9.940 -16.802  0.000
H 8.862 -13.388 -8.371  0.000
O 8.718 -19.516 -15.181  0.000
H 9.380 -4.196 -17.274  0.000
O -2.342 -12.418 -16.359  0.000
C 2.140 -0.223 -9.925  0.000
H 10.174 -19.608 -18.022  0.000
O 9.781 -14.905 -7.205  0.000
O 2.025 -0.036 -11.288  0.000
H 2.326 -1.051 -12.909  0.000
C -5.625 -11.777 -15.577  0.000
C 8.689 -14.317 -7.827  0.000
H 10.694 -19.734 -15.631  0.000
C 8.302 -5.919 -16.682  0.000
H 2.537 -10.668 -10.147  0.000
C 9.331 -15.418 -5.976  0.000
H 7.530 -5.768 -17.438  0.000
H 6.729 -14.509 -6.803  0.000
H 8.619 -6.962 -16.661  0.000
C 8.627 -5.178 -14.593  0.000
O 9.902 -16.263 -5.337  0.000
O 6.991 -18.058 -15.650  0.000
C 2.459 -10.306 -11.172  0.054
H 2.642 -3.150 -10.928  0.000
C 9.333 -19.794 -17.355  0.000
H -5.875 -11.021 -14.832  0.000
O 9.657 -4.693 -15.281  0.000
H 4.413 -10.239 -12.112  0.036
H -6.267 -11.210 -17.574  0.000
H 10.527 -5.586 -16.772  0.000
C -3.514 -11.934 -16.335  0.000
O -4.090 -11.235 -17.271  0.000
C 2.866 -2.084 -10.918  0.000
H -6.239 -12.677 -15.615  0.000
O 8.503 -18.692 -17.239  0.000
C 8.021 -18.642 -15.974  0.000
H 1.472 -10.628 -11.505  0.001
H 9.783 -21.196 -15.555  0.000
C -5.488 -11.007 -16.839  0.000
O 7.777 -5.739 -15.381  0.000
C 2.020 -1.280 -11.888  0.000
C 7.700 -14.024 -6.714  0.000
O 8.238 -14.723 -5.589  0.000
O 3.848 -12.152 -12.000  0.833
H 8.880 -20.685 -17.789  0.000
O 2.007 0.584 -8.977  0.000
H 8.354 -15.019 -8.591  0.000
H 1.009 -1.672 -11.997  0.000
H 2.576 -9.223 -11.152  0.003
C 3.494 -10.811 -12.241  0.077


3.
The following is a DFT calculation (the ωB97M-V functional and the def2-TZVPD basis) of one molecule with the formula C9H9N3O in a non-equilibrium geometry.

Summary:
HOMO = -9.77 eV
SMILES string = CC(=O)[C@@](N)(C#N)c1ccccn1
energy relative to the best compared isomer or geometry (same formula, charge and spin) = 2.514 eV

Each line ends with the Löwdin charge.
Geometry (Å):
H -3.372 0.446 -1.568  0.066
C 1.259 -1.863 -0.632  -0.113
N -1.480 0.080 -1.142  0.138
C -1.098 -0.559 1.184  0.030
H -0.433 -0.824 1.904  0.079
H 3.265 1.625 1.256  0.076
C 1.731 0.371 0.662  -0.365
C -0.658 -0.228 -0.108  -0.221
H 2.000 0.519 -1.886  0.066
H 3.481 0.973 -0.269  0.055
C -2.782 0.152 -0.829  -0.097
C 2.813 1.385 0.353  0.026
H 0.543 0.021 -2.486  0.121
H 2.401 2.275 0.004  0.077
N 1.045 0.469 -1.707  0.097
O 1.811 -0.267 1.668  0.117
H -2.766 -0.795 2.320  0.078
C 0.790 -0.078 -0.456  -0.308
H -4.254 -0.032 0.766  0.090
N 1.456 -2.965 -0.841  0.078
C -3.285 -0.116 0.419  -0.050
C -2.467 -0.589 1.388  -0.041


4.
The following is a DFT calculation (the ωB97M-V functional and the def2-TZVPD basis) of one molecule with the formula C17H17ClN6O2S in a non-equilibrium geometry.

Summary:
HOMO = -8.87 eV
SMILES string = COCCn1c(SCC(=O)Nc2ccc(Cl)cn2)nnc1-c1ccncc1
energy relative to the best compared isomer or geometry (same formula, charge and spin) = 0.895 eV

Each line ends with the Löwdin charge.
Geometry (Å):
H 0.644 -2.705 4.975  0.107
H 3.447 1.192 1.881  0.092
N 0.396 2.044 -1.238  0.112
C -1.645 -0.584 4.161  -0.136
H 2.036 -2.091 -0.883  0.103
H -1.817 -2.086 -3.962  0.090
C -0.731 3.990 -0.486  -0.665
C -0.011 -2.147 4.320  -0.142
H -2.409 -0.133 2.196  0.112
H 3.486 1.617 0.148  0.085
N -1.806 -1.864 -1.252  0.046
O -2.438 0.399 -3.891  0.091
S 0.331 -2.185 -2.893  0.992
N 0.108 -1.956 -0.164  0.010
C 1.526 -1.869 0.058  -0.109
C -0.621 1.790 -2.059  -0.277
C -0.515 -2.006 -1.379  -0.620
Cl -0.743 5.378 0.537  0.674
O 3.321 -0.404 0.564  -0.179
C -1.373 -0.043 -3.544  -0.530
H 1.196 3.280 0.177  0.105
C -1.749 2.606 -2.144  0.023
H -2.651 4.386 -1.364  0.112
C -0.937 -1.444 -3.961  -0.347
C 0.346 3.117 -0.472  -0.161
H 4.887 0.805 0.901  0.090
C 0.009 -2.359 2.951  -0.014
H -0.508 -1.417 -4.964  0.091
C -1.714 -0.709 2.784  0.000
N -0.808 -1.277 4.915  0.059
C 3.802 0.876 0.892  -0.104
H -2.552 2.353 -2.815  0.106
C -1.800 3.725 -1.337  -0.070
C -0.935 -1.752 0.710  -0.256
H 1.522 0.292 -0.187  0.100
H 0.660 -3.108 2.529  0.106
C -0.855 -1.610 2.154  -0.158
H -2.288 0.106 4.691  0.107
H 1.850 -2.601 0.799  0.122
H 1.489 -0.252 1.511  0.129
N -0.451 0.630 -2.798  0.121
H 0.441 0.174 -2.625  0.094
N -2.062 -1.698 0.046  0.094
C 1.918 -0.460 0.517  -0.204


5.
The following is a DFT calculation (the ωB97M-V functional and the def2-TZVPD basis) of C28H28CaCl2N3O2S as an isolated structure in a non-equilibrium geometry.

Summary:
HOMO = -3.82 eV
net charge = -1
energy relative to the best compared isomer or geometry (same formula, charge and spin) = 0.194 eV

Each line ends with the Löwdin charge.
Geometry (Å):
H 4.334 4.536 1.693  0.101
H -3.454 0.594 4.257  0.079
H 2.465 2.159 -5.959  0.074
H 2.539 -0.557 -0.667  0.059
Cl 2.769 6.880 2.067  0.625
C 1.854 -3.680 -0.563  -0.029
C -0.612 3.627 -0.031  -0.208
H 2.678 3.065 -4.456  0.077
H -0.028 -1.890 5.021  0.077
N 0.187 -1.981 -0.562  0.058
H -1.498 -2.573 4.331  0.080
H -1.454 0.326 6.658  0.071
C 3.030 3.148 0.744  -0.575
C -0.382 -4.226 -1.246  -0.172
H 3.387 -1.776 0.301  0.078
H -1.470 -2.078 6.033  0.072
C -0.690 0.549 -3.911  -0.344
C 2.360 5.343 1.367  -0.688
N -0.046 0.618 -2.761  0.044
C -1.335 -5.146 -1.710  -0.081
C -1.056 -0.087 3.291  -0.231
C -2.638 -4.736 -1.882  -0.112
H -3.550 -0.627 5.539  0.072
H -2.071 -1.060 -3.799  0.067
H 2.875 -3.961 -0.353  0.101
H 1.250 -5.631 -1.195  0.109
C 1.096 5.104 0.898  -0.076
H -0.112 1.140 -5.982  0.097
C -2.069 0.008 -4.016  -0.057
C -0.736 -2.867 -0.969  -0.230
C -1.081 0.586 5.665  -0.075
C 1.728 2.808 0.233  -0.405
C -3.114 -0.393 4.567  -0.069
H 0.008 0.596 5.691  0.078
S -2.705 -0.924 -0.770  0.525
H -1.421 1.588 5.412  0.077
Ca -0.384 0.393 -0.061  1.052
C 2.417 -1.325 0.096  -0.045
C -1.579 -0.426 4.625  -0.655
H 3.405 1.469 -4.629  0.076
H -2.705 0.490 -3.274  0.047
N 1.144 1.153 -3.018  0.036
H 1.742 1.369 -2.229  0.124
H -1.260 4.526 0.097  0.130
O -1.106 2.601 -0.461  -0.083
C 2.533 2.071 -4.876  -0.032
C 0.955 -4.604 -1.017  -0.018
C -2.108 -2.475 -1.124  -0.677
H 2.044 -0.836 0.998  0.073
C 1.434 -2.354 -0.362  -0.324
H 0.341 5.875 0.946  0.108
O 1.518 1.693 -0.298  -0.232
C 0.125 1.062 -4.940  0.001
H -4.043 -3.132 -1.695  0.083
C -3.013 -3.437 -1.585  -0.154
C 0.751 3.855 0.359  -0.122
H -3.473 -1.115 3.835  0.082
C -1.115 -1.832 5.030  -0.073
H -2.475 0.172 -5.013  0.070
C 1.296 1.451 -4.326  -0.309
C 3.344 4.352 1.306  -0.136
H -1.032 -6.167 -1.908  0.094
C -0.650 0.202 2.188  -0.177
H -3.382 -5.435 -2.244  0.094
Cl 4.238 1.919 0.641  0.699


6.
The following is a DFT calculation (the ωB97M-V functional and the def2-TZVPD basis) of one molecule with the formula C4H5NS in a non-equilibrium geometry.

Summary:
HOMO = -7.76 eV
SMILES string = Nc1cccs1
energy relative to the best compared isomer or geometry (same formula, charge and spin) = 1.534 eV

Each line ends with the Löwdin charge.
Geometry (Å):
C -0.583 0.685 -0.113  -0.188
N -1.455 -1.685 -0.045  0.041
H 2.771 0.953 -0.024  0.047
C -0.613 -0.627 -0.139  -0.363
C 1.738 0.652 0.004  -0.541
H 0.711 2.498 -0.013  0.096
S 1.542 -1.070 -0.158  0.800
H -0.965 -2.571 0.110  0.096
C 0.644 1.425 0.044  -0.203
H -1.503 1.194 -0.198  0.095
H -2.286 -1.455 0.532  0.119


7.
The following is a DFT calculation (the ωB97M-V functional and the def2-TZVPD basis) of C46H71NO20 as an isolated structure in a non-equilibrium geometry.

Summary:
HOMO = -7.49 eV

Each line ends with the Löwdin charge.
Geometry (Å):
H -4.453 2.588 4.616  0.128
H 5.565 -1.246 -3.326  0.122
H -3.036 -2.353 -6.114  0.105
H -0.818 0.146 2.161  0.081
H -1.370 4.075 4.996  0.137
H -0.487 3.932 -7.663  0.125
C 0.276 2.713 4.361  -0.157
H -1.865 -0.400 0.148  0.117
H 5.337 2.943 -0.507  0.078
O 3.890 -1.622 -2.254  -0.008
C -0.439 3.717 2.424  -0.510
O -2.823 2.448 -4.533  0.124
C 4.019 0.294 -0.900  -0.040
O 2.978 -1.813 -0.221  -0.042
C 0.479 1.385 0.863  -0.143
H 2.541 -2.726 -5.310  0.109
O -2.714 -2.825 -2.173  0.109
C 5.055 0.397 -2.005  -0.143
H 3.416 2.229 4.908  0.090
H -6.529 1.749 4.565  0.116
H 2.053 5.314 0.992  0.107
C 2.114 -3.563 -0.196  -0.038
C 1.758 -2.951 -1.533  -0.342
H -6.173 0.254 5.429  0.116
H -1.834 -0.664 -3.738  0.093
H 1.201 -0.331 -5.139  0.114
H 4.563 -0.399 1.832  0.070
H -1.050 -2.591 4.145  0.087
O -1.799 3.630 -6.149  0.024
H -2.886 -1.858 5.472  0.111
C -2.902 -0.775 -3.547  -0.071
C -0.105 0.062 1.342  -0.117
H 4.437 0.806 5.163  0.077
C -3.618 -3.166 0.878  -0.169
H -4.703 -0.267 -4.601  0.116
C 0.886 -1.370 -5.267  -0.153
C 3.507 1.159 4.719  0.002
C -4.268 -3.845 2.047  -0.139
H 6.133 5.537 0.055  0.100
O -3.477 0.868 4.291  0.005
H 1.373 2.846 -5.763  0.113
H -0.045 4.811 -6.185  0.125
H 6.010 0.096 -1.565  0.118
H 0.275 1.842 -6.650  0.111
H -5.832 -0.811 3.284  0.120
H 5.143 1.387 -2.448  0.109
H -0.044 -2.942 -2.757  0.062
C 3.545 -1.157 -1.044  -0.470
C -3.798 -2.183 -5.352  -0.155
H 1.284 -4.039 -3.256  0.090
H -4.048 -3.430 -0.091  0.117
C -1.820 2.838 -5.045  -0.479
C -1.179 3.104 4.516  -0.127
C -3.107 -4.256 2.970  -0.052
C -5.515 0.232 3.328  -0.054
C 1.986 -2.108 -6.021  -0.149
H 3.106 0.840 -1.175  0.132
H 0.353 1.655 4.121  0.090
O 0.662 1.183 -0.548  0.038
O -0.161 -0.018 -2.230  0.092
C -0.458 3.878 -6.578  -0.159
H -3.238 -0.169 -2.714  0.130
H -3.195 -0.126 -5.517  0.102
H -0.063 -2.874 5.549  0.131
C 1.300 -2.791 -7.206  -0.049
H 2.182 -2.775 0.554  0.070
H -2.102 -2.974 6.633  0.130
C -0.302 -0.747 5.064  -0.068
H 1.058 4.671 3.713  0.135
H -4.777 -2.363 -5.798  0.121
C 0.738 -3.614 -2.409  0.014
O -3.645 -2.968 -4.183  0.011
H -3.691 -2.076 0.865  0.102
O -0.279 -1.446 -6.095  0.038
H 0.802 2.792 5.317  0.118
C -4.004 0.121 3.319  -0.481
H 1.825 -2.469 -8.102  0.126
O -1.509 3.436 3.161  0.041
O -0.277 0.737 7.033  0.115
C 5.190 5.020 0.077  -0.112
O -0.490 3.926 1.244  0.101
C 3.384 3.685 0.314  -0.098
C -0.696 -0.215 6.436  -0.474
H -0.774 -0.231 4.226  0.098
C -0.408 2.411 -4.660  -0.057
C 3.529 0.796 3.259  -0.440
C -5.822 0.924 4.646  -0.138
H -4.314 1.718 6.088  0.132
H -3.124 -3.577 3.825  0.100
H 1.207 -3.866 -7.080  0.131
H 4.215 6.675 0.996  0.139
H -4.956 -4.678 1.916  0.114
H -4.854 -3.061 2.537  0.096
O 2.222 -1.883 -1.873  -0.002
O -0.710 -4.126 2.418  0.106
C -3.750 -0.746 -4.811  -0.149
C 3.028 4.953 0.707  -0.128
O 2.498 0.843 2.622  0.032
C 0.796 3.689 3.320  -0.053
O -1.026 -2.524 -7.883  0.105
H 1.329 -4.241 0.131  0.070
N 4.141 5.738 0.651  0.002
H 1.459 1.534 1.310  0.065
C -0.783 -0.531 0.096  -0.041
H 0.648 -0.691 1.585  0.113
H -0.078 2.829 -3.713  0.133
H -1.782 2.360 5.025  0.101
C -0.786 -2.178 5.118  -0.137
H 2.740 -1.353 -6.256  0.107
H -3.281 -5.260 3.344  0.126
H -0.602 -1.594 -0.063  0.116
O -3.284 -0.340 2.484  0.127
H -0.190 2.214 1.094  0.083
H 4.224 0.583 0.122  0.087
H 4.167 -0.299 -3.879  0.121
H 3.092 -4.030 -0.309  0.111
H 0.219 -4.398 -1.858  0.083
C -0.103 -2.233 -7.158  -0.486
O -1.660 -1.002 6.941  0.038
H 5.514 -0.148 3.355  0.082
C -0.087 0.194 -1.046  -0.451
H 2.756 2.817 0.444  0.072
H 2.640 0.672 5.163  0.075
H 0.775 -0.700 4.905  0.118
C 4.802 0.275 2.650  -0.003
C -1.978 -2.064 6.047  -0.162
O -2.219 -3.446 0.957  0.028
H -5.893 0.790 2.476  0.138
C -4.484 1.571 5.024  -0.145
C -1.872 -3.992 2.144  -0.473
C -2.991 -2.260 -3.185  -0.437
C 0.313 2.712 -5.992  -0.154
H 1.651 3.320 2.757  0.095
H 5.369 1.113 2.224  0.096
C 4.681 -0.699 -3.005  -0.123
C 4.716 3.734 -0.116  -0.113
H 0.836 -1.691 -4.228  0.089
H -0.561 1.346 -4.488  0.093


| no. | molecular weight (g mol⁻¹) |
| --- | --- |
| 1 | 558.34 |
| 2 | 591.79 |
| 3 | 175.19 |
| 4 | 404.88 |
| 5 | 581.60 |
| 6 | 99.16 |
| 7 | 958.06 |